Entry 1:
Here is C44H56N2O5PdSSiTe as an isolated structure in a non-equilibrium geometry from the OMol25 dataset. Energies are from the ωB97M-V functional and the def2-TZVPD basis.

Its HOMO energy (spin up / spin down) is -4.4346 / -4.6929 eV. The expectation value of S² is 0.789. For the frontier orbital gap (spin up / spin down), the calculation gives 6.6 / 7.0 eV. As for the net charge: -1. The electronic energy is -89246.4301 eV. As for the multiplicity: 2.

Structure (XYZ):
```
111
C44H56N2O5PdSSiTe, DFT the ωB97M-V functional and the def2-TZVPD basis
Pd -0.32177 0.12618 0.90237
S -3.72937 -2.74919 1.52549
C -2.49688 -3.26891 2.59597
C -1.37066 -2.51280 2.48321
C -1.49285 -1.48207 1.50457
C -2.70892 -1.50163 0.90514
C -3.11368 -0.56222 -0.13669
C -4.39947 -0.49434 -0.67506
C -4.68381 0.46879 -1.62007
C -3.68201 1.34229 -2.02558
C -2.42789 1.18488 -1.47166
N -2.14564 0.25809 -0.55998
H -2.67663 -4.10765 3.25495
H -0.47909 -2.68551 3.07346
H -5.15995 -1.18880 -0.33920
H -5.67947 0.54208 -2.03986
H -3.86325 2.11822 -2.75632
H -1.60131 1.81376 -1.78038
C 2.43256 1.95361 4.04771
C 1.02087 1.99516 4.62857
C 0.41773 0.59396 4.65720
C 1.04613 2.57327 6.03282
O 0.22263 2.89039 3.86078
Si -0.46825 2.76579 2.35835
O -1.45094 1.54927 2.09613
O 0.78115 2.66934 1.24573
C 1.37746 3.64681 0.37821
C 1.69762 4.93881 1.12621
C 2.67138 3.04558 -0.13845
C 0.42917 3.90361 -0.78725
O -1.13131 4.27400 2.15517
C -2.18853 4.88323 2.90310
C -1.55896 5.80212 3.94263
C -3.08002 3.84620 3.59007
C -3.01100 5.68894 1.91068
H 3.10707 1.42538 4.72892
H 2.80048 2.97342 3.90266
H 2.43699 1.43763 3.08296
H 1.01956 -0.05819 5.29930
H 0.39219 0.15812 3.65908
H -0.60947 0.62823 5.03064
H 1.70457 1.98727 6.68126
H 0.03870 2.57226 6.45861
H 1.40879 3.60480 6.00209
H 2.39314 4.72926 1.94598
H 0.79898 5.39148 1.54673
H 2.16777 5.64610 0.43725
H 3.34156 2.81688 0.69535
H 3.17094 3.75249 -0.80668
H 2.46910 2.12531 -0.68585
H -0.49824 4.35817 -0.42645
H 0.19009 2.94513 -1.25351
H 0.88804 4.55731 -1.53380
H -0.91415 5.21583 4.60184
H -2.33215 6.29352 4.54102
H -0.94900 6.56716 3.45286
H -2.51841 3.30439 4.35869
H -3.43497 3.10631 2.86809
H -3.93185 4.34453 4.06047
H -2.35841 6.37089 1.35879
H -3.78281 6.27127 2.42273
H -3.49002 5.01625 1.19355
C -1.51453 -5.13350 -7.73338
C -1.14930 -4.38782 -6.47438
C -2.01383 -3.46467 -5.90851
C -1.66872 -2.73174 -4.76857
C -2.68236 -1.73554 -4.23749
C -0.42389 -2.94231 -4.15777
Te 0.22528 -1.65456 -2.53332
N 1.14037 -0.20032 -0.57933
C 2.10901 -0.38298 0.29961
O 1.81235 -0.44641 1.53224
C 3.55286 -0.41456 -0.11680
C 3.93538 -0.37001 -1.45428
C 5.28074 -0.29453 -1.79346
C 6.24935 -0.25359 -0.79576
C 5.86795 -0.29913 0.54045
C 4.52195 -0.38342 0.87747
C -0.05376 -3.30347 -1.21290
C -1.36285 -3.79215 -1.11606
C -1.66279 -4.89733 -0.33819
C -0.64827 -5.51926 0.38398
C 0.64455 -5.03377 0.29861
C 0.97137 -3.93279 -0.50219
C 2.41568 -3.49790 -0.55361
C 0.45156 -3.89687 -4.71012
C 1.78664 -4.21916 -4.07533
C 0.07925 -4.59649 -5.85542
H -2.54694 -4.93518 -8.02329
H -1.39978 -6.21158 -7.60189
H -0.86979 -4.83795 -8.56428
H -2.98535 -3.29538 -6.36827
H -3.45096 -1.53473 -4.98676
H -2.22073 -0.79205 -3.95617
H -3.18674 -2.11553 -3.34484
H 3.17303 -0.38962 -2.22373
H 5.57219 -0.25639 -2.83748
H 7.29815 -0.17980 -1.05929
H 6.61892 -0.25848 1.32092
H 4.20013 -0.41714 1.91058
H -2.15766 -3.29485 -1.66239
H -2.68278 -5.26043 -0.28458
H -0.86743 -6.37493 1.01226
H 1.43957 -5.52018 0.85602
H 3.07034 -4.36224 -0.68107
H 2.70217 -2.99468 0.37418
H 2.59575 -2.80796 -1.37578
H 2.34215 -3.31520 -3.82986
H 2.39445 -4.83546 -4.74059
H 1.64263 -4.76771 -3.13976
H 0.77112 -5.32068 -6.28003
```


Entry 2:
Here is a 2-piece molecular cluster, C2H2Cl6 overall in a non-equilibrium geometry from the OMol25 dataset. Energies are from the ωB97M-V functional and the def2-TZVPD basis.

Its HOMO energy is -10.8659 eV. Its energy above the lowest of the compared OMol25 structures with the same formula, charge and spin is 3.5 kcal per mole. For the frontier orbital gap, the calculation gives 11.4 eV. Its SMILES is ClC(Cl)Cl.ClC(Cl)Cl. The electronic energy is -77240.6824 eV.

Structure (XYZ):
```
10
C2H2Cl6, DFT the ωB97M-V functional and the def2-TZVPD basis
C -0.79030 0.90491 1.55917
Cl -1.47822 2.44132 2.07364
Cl -1.83445 -0.37173 2.15044
Cl 0.84636 0.81310 2.14410
H -0.74656 0.90713 0.47005
C 0.79689 -1.03912 -1.74804
Cl 2.17882 -0.04981 -2.18581
Cl -0.66583 -0.11159 -2.05288
Cl 0.91793 -1.56824 -0.02928
H 0.77538 -1.92598 -2.38139
```


Entry 3:
Here is a 7-piece molecular cluster, C26H45F9O18 overall in a non-equilibrium geometry from the OMol25 dataset. Energies are from the ωB97M-V functional and the def2-TZVPD basis.

Its HOMO energy is -0.3914 eV. Its energy above the lowest of the compared OMol25 structures with the same formula, charge and spin is 55.0 kcal per mole. For the frontier orbital gap, the calculation gives 4.2 eV. As for the net charge: -2. The electronic energy is -88999.0738 eV.

Structure (XYZ):
```
98
C26H45F9O18, DFT the ωB97M-V functional and the def2-TZVPD basis
O 0.13233 -0.25944 -0.53835
C -0.93354 0.39365 -0.01082
O -1.27866 0.23151 1.15379
O -1.69318 1.13209 -0.66892
H 0.41524 -0.56969 0.32497
O -1.82199 -2.57598 1.28822
C -3.13327 -2.63442 1.35008
O -3.72982 -1.59696 1.58224
O -3.76358 -3.67822 1.04580
H -1.73107 -1.62670 1.39873
C -3.65240 -1.42061 -2.05801
O -4.66179 -2.42838 -1.84164
C -5.13812 -2.86884 -3.12245
C -6.14570 -4.05684 -3.12896
O -7.25062 -3.79763 -2.32701
C -8.33065 -4.65492 -2.26812
C -9.58179 -3.78004 -1.77208
O -9.30095 -3.28826 -0.45836
C -10.36200 -2.45917 -0.02282
H -3.03011 -1.09939 -1.22275
H -3.91760 -0.48325 -2.54701
H -3.00488 -1.64160 -2.90653
H -4.24620 -3.23684 -3.62957
H -5.62322 -2.01398 -3.59361
H -5.60056 -4.98107 -2.93734
H -6.24309 -3.96370 -4.21059
H -8.02201 -5.58308 -1.78712
H -8.53762 -4.89895 -3.31010
H -10.47555 -4.37843 -1.94878
H -9.63628 -2.95137 -2.47808
H -10.08884 -1.90555 0.87551
H -11.22437 -3.05009 0.28578
H -10.65320 -1.76060 -0.80723
C 1.45698 -1.74574 2.75039
O 2.45225 -1.84187 3.72762
C 2.25463 -0.92227 4.87614
C 3.32887 -1.11310 5.97082
O 4.58173 -0.59092 5.61708
C 5.34224 -1.42555 4.63774
C 6.72662 -0.73092 4.25620
O 7.07987 0.38241 5.17082
C 6.44402 1.59854 4.82961
H 1.86311 -2.28493 1.89456
H 1.30805 -0.72240 2.40588
H 0.54774 -2.21769 3.12273
H 1.35148 -1.28405 5.36761
H 2.23484 0.14468 4.65406
H 3.42293 -2.17982 6.17421
H 3.01480 -0.64128 6.90186
H 4.76291 -1.35362 3.71725
H 5.40686 -2.45574 4.98793
H 6.84883 -0.52473 3.19288
H 7.56508 -1.40576 4.42842
H 6.96211 2.15373 4.04766
H 6.49041 2.21495 5.72737
H 5.43406 1.46026 4.44366
C 3.69063 -0.05343 0.64591
C 3.93809 0.94215 1.86148
O 3.95832 2.33148 1.44075
C 5.18912 2.84239 1.22584
O 6.17671 2.21989 1.31235
C 5.06905 4.28787 0.63490
F 5.50977 4.35477 -0.63087
F 3.84371 4.81496 0.81496
F 5.96519 5.07271 1.25073
H 2.70983 0.20388 0.24600
H 3.90440 -1.08786 0.91491
H 4.29461 0.38437 -0.14884
H 4.81710 0.72859 2.46962
H 3.07420 0.74542 2.49639
C 0.49053 3.71018 -2.26198
C 1.61424 4.13997 -1.33096
O 2.21074 5.39701 -1.52158
C 1.69193 6.49077 -0.98511
O 0.62426 6.52691 -0.32026
C 2.41437 7.79561 -1.37224
F 2.51686 8.60975 -0.34577
F 3.70924 7.47055 -1.78918
F 1.67487 8.45943 -2.20172
H -0.30366 4.42937 -2.06169
H 0.18839 2.70831 -1.95691
H 0.78182 3.72917 -3.31216
H 2.45967 3.46444 -1.46135
H 1.16089 3.97816 -0.35300
C -1.68358 0.65395 -4.40422
C -0.60902 -0.27140 -5.03449
O 0.06699 -1.19989 -4.20625
C 1.15576 -0.75404 -3.60310
O 1.48928 0.42552 -3.51678
C 1.90615 -1.82336 -2.83157
F 3.06955 -2.12660 -3.40746
F 2.14540 -1.38107 -1.61262
F 1.15467 -2.92838 -2.66739
H -1.80128 1.35794 -5.22801
H -1.31077 1.17040 -3.51970
H -2.62403 0.10957 -4.31867
H 0.09014 0.28176 -5.66163
H -1.03978 -0.83865 -5.85958
```